Entry A
DFT (ωB97M-V/def2-TZVPD) results for a structure of composition C5H10NO.

Each line ends with the Mulliken charge.
Positions of all 17 atoms, in Å:
O1 0.975 2.147 1.002  -0.628
N1 1.534 -0.092 0.415  -0.329
C1 -3.346 -0.550 -0.054  -0.999
C2 0.569 0.829 -0.288  -0.417
C3 -0.775 0.368 -0.258  -0.683
C4 -1.959 0.030 -0.127  1.207
C5 2.129 -1.150 -0.436  -0.755
H1 1.324 -1.694 -1.048  0.296
H2 -3.440 -1.103 0.890  0.306
H3 2.751 -1.835 0.193  0.337
H4 0.873 1.484 -1.008  0.484
H5 1.016 -0.526 1.163  0.437
H6 0.742 3.052 0.722  0.300
H7 2.368 0.459 0.977  0.471
H8 -3.493 -1.163 -0.902  0.313
H9 2.752 -0.601 -1.194  0.344
H10 -4.019 0.344 -0.048  0.313

## Properties
**Highest occupied orbital energy**: -14.207 eV
**E_LUMO**: -4.647 eV
**Orbital gap**: 9.56 eV
**M**: 100.1 Da
**2S+1**: 1
**Net charge**: +1

=====

Entry B
DFT (ωB97M-V/def2-TZVPD) results for the ion C5H10NO with charge +1.

Each line ends with the Mulliken charge.
Positions of all 17 atoms, in Å:
O1 -1.626 1.084 -1.284  -0.469
N1 -0.585 0.690 0.901  0.136
C1 0.172 -0.722 -0.581  0.370
C2 -0.487 0.740 -0.664  -0.201
C3 1.504 -1.180 -1.268  -1.401
C4 -1.137 1.393 1.806  -0.145
C5 0.339 -0.485 0.850  -0.883
H1 -1.862 2.103 1.714  0.341
H2 0.245 1.490 -0.722  0.427
H3 1.290 -0.145 1.269  0.409
H4 -2.001 0.383 -1.764  0.335
H5 -0.022 -1.264 1.686  0.314
H6 -0.657 -1.449 -0.748  0.378
H7 1.237 -1.880 -1.988  0.358
H8 2.230 -0.521 -1.623  0.406
H9 -0.673 1.390 2.839  0.261
H10 2.032 -1.626 -0.423  0.366

## Properties
**Highest occupied orbital energy**: -15.709 eV
**E_LUMO**: -4.794 eV
**Orbital gap**: 10.92 eV
**M**: 100.1 Da
**2S+1**: 1
**Net charge**: +1
**SMILES**: C=[N+]1C[C@H](C)[C@H]1O

=====

Calculated relative energies: entry A 1.766; entry B 0.000, given in eV